# 1
Formula: C39H43BF6N2O4S
Source: the OMol25 dataset
Level of theory: ωB97M-V/def2-TZVPD

The LUMO energy comes out at -0.536 eV. The calculation puts the gap between HOMO and LUMO at 4.49 eV. For the energy above the lowest of the compared OMol25 structures with the same formula, charge and spin, the calculation gives 58.3 kcal per mole. Its HOMO energy is -5.03 eV. The multiplicity is 1.

Geometry as XYZ:
```
96
C39H43BF6N2O4S, DFT ωB97M-V/def2-TZVPD
C 5.264 -0.658 4.553
C 4.511 -1.166 3.379
C 5.079 -1.511 2.160
C 4.124 -2.039 1.235
C 2.763 -1.960 1.613
B 1.138 1.786 -1.312
C 1.829 -2.974 1.192
C 0.932 -3.455 2.153
C 0.586 -4.792 2.188
C -0.258 -5.282 3.344
F 0.068 -6.563 3.696
F -0.132 -4.520 4.481
F -1.595 -5.263 3.008
C 1.028 -5.661 1.191
C 1.787 -5.153 0.145
C 2.457 -6.083 -0.835
F 2.408 -5.607 -2.119
F 3.793 -6.252 -0.547
F 1.896 -7.327 -0.821
C 2.098 -3.794 0.067
O 1.131 2.319 -0.059
C 2.315 2.147 0.760
C 3.527 2.287 -0.204
C 3.408 3.619 -0.981
C 4.862 2.308 0.519
C 3.431 1.122 -1.179
O 2.234 1.339 -2.001
S 2.798 -1.356 3.300
H 6.351 -0.691 4.388
H 4.977 0.386 4.734
H 5.045 -1.222 5.469
H 6.142 -1.383 1.972
H 4.424 -2.548 0.333
H 0.609 -2.790 2.939
H 0.808 -6.728 1.247
H 2.731 -3.428 -0.722
H 2.232 2.928 1.524
H 2.266 1.151 1.287
H 4.244 3.699 -1.681
H 2.485 3.700 -1.578
H 3.452 4.469 -0.293
H 5.660 2.411 -0.231
H 4.931 3.189 1.182
H 5.047 1.395 1.103
H 4.304 1.091 -1.878
H 3.444 0.124 -0.661
C -0.921 6.640 -3.830
C -0.977 5.322 -3.059
N -0.583 4.111 -3.765
C -0.539 2.936 -3.009
C -0.126 1.673 -3.544
C -0.033 0.536 -2.739
C -0.154 0.688 -1.279
C 0.040 -0.511 -0.326
C -1.250 -1.020 0.081
C -2.476 -0.884 -0.701
C -3.741 -0.871 -0.155
C -3.923 -1.214 1.214
N -5.188 -1.350 1.729
C -5.336 -1.921 3.059
C -6.782 -2.101 3.500
O -7.650 -1.099 2.974
C -7.685 -1.140 1.549
C -6.319 -0.874 0.925
C -2.768 -1.493 1.983
C -1.505 -1.403 1.434
C -1.158 1.731 -0.967
C -1.145 2.886 -1.716
C -0.262 4.133 -5.193
C -0.524 5.498 -5.841
O -0.115 6.581 -4.997
H -1.951 6.943 -4.087
H -0.463 7.422 -3.217
H -0.319 5.454 -2.186
H -2.016 5.241 -2.705
H 0.147 1.643 -4.611
H 0.314 -0.425 -3.145
H 0.890 -1.127 -0.536
H -2.432 -0.629 -1.759
H -4.615 -0.583 -0.755
H -4.848 -2.905 3.091
H -4.841 -1.278 3.803
H -7.111 -3.110 3.199
H -6.851 -1.978 4.586
H -8.036 -2.122 1.177
H -8.379 -0.342 1.248
H -6.229 0.219 0.755
H -6.314 -1.370 -0.062
H -2.881 -1.726 3.052
H -0.651 -1.460 2.103
H -1.738 1.680 -0.046
H -1.631 3.798 -1.337
H 0.803 3.904 -5.351
H -0.850 3.391 -5.750
H 0.084 5.653 -6.744
H -1.595 5.590 -6.108
```

These are the Löwdin partial charges, in e, on atoms 1 to 4:
1 C -0.10
2 C -0.59
3 C -0.13
4 C -0.11

---

# 2
Formula: C39H43Cl2FN2O2P
Source: the OMol25 dataset
Level of theory: ωB97M-V/def2-TZVPD

The LUMO energy comes out at -4.912 eV. The calculation puts the gap between HOMO and LUMO at 5.68 eV. Its HOMO energy is -10.59 eV. The total charge is +1. The multiplicity is 1.

Geometry as XYZ:
```
90
C39H43Cl2FN2O2P, DFT ωB97M-V/def2-TZVPD
C 3.555 -3.979 -0.409
C 2.046 -3.493 -0.328
C 1.695 -2.495 0.872
C 2.904 -2.130 1.849
C 1.109 -1.095 0.356
C 1.876 -0.225 -0.652
P 3.569 -0.679 -1.323
O 4.239 0.389 -2.153
C 1.167 1.056 -1.091
C 1.744 2.054 -2.146
Cl 0.974 2.008 -3.799
C 2.754 2.962 -1.922
C 3.481 3.044 -0.533
Cl 3.274 4.047 -3.283
C -0.202 1.450 -0.528
C -0.797 0.527 0.466
C -2.210 0.939 1.080
C -3.386 -0.040 0.596
F -2.166 1.116 2.491
N -0.150 -0.683 0.861
N -0.879 -1.425 1.818
C -0.357 -1.194 2.978
O 0.045 -0.708 3.953
H 4.333 -3.188 -0.216
H 3.696 -4.905 0.239
H 3.728 -4.344 -1.479
H 1.800 -2.969 -1.307
H 1.371 -4.411 -0.274
H 0.938 -3.049 1.520
H 3.482 -1.209 1.504
H 2.425 -1.801 2.836
H 3.574 -2.996 2.119
H 4.502 -1.072 -0.304
H 3.414 -1.836 -2.167
H 3.831 4.105 -0.372
H 4.414 2.393 -0.622
H 2.845 2.624 0.297
H -0.734 2.394 -0.842
H -2.478 1.961 0.648
H -4.216 0.600 0.149
H -3.786 -0.664 1.446
H -2.987 -0.716 -0.216
C -5.609 0.804 -4.339
C -4.440 1.454 -3.963
C -3.373 0.726 -3.449
C -3.473 -0.656 -3.319
C -4.642 -1.307 -3.698
C -5.711 -0.577 -4.204
H -6.442 1.372 -4.737
H -4.359 2.530 -4.071
H -2.462 1.234 -3.150
H -2.639 -1.226 -2.923
H -4.719 -2.384 -3.599
H -6.625 -1.084 -4.494
C 4.384 1.259 3.733
C 4.964 1.406 2.479
C 6.068 2.235 2.314
C 6.598 2.909 3.409
C 6.020 2.759 4.664
C 4.910 1.937 4.826
H 3.520 0.614 3.860
H 4.554 0.873 1.625
H 6.517 2.354 1.334
H 7.462 3.552 3.282
H 6.434 3.284 5.518
H 4.456 1.825 5.804
C -6.958 -0.099 -8.710
C -7.676 -0.506 -9.829
C -8.234 -1.779 -9.873
C -8.083 -2.641 -8.793
C -7.369 -2.233 -7.672
C -6.803 -0.964 -7.632
H -6.520 0.892 -8.677
H -7.799 0.169 -10.668
H -8.788 -2.098 -10.749
H -8.523 -3.632 -8.825
H -7.253 -2.906 -6.829
H -6.241 -0.648 -6.760
C 2.520 1.018 10.093
C 2.630 1.921 9.042
C 2.149 1.585 7.782
C 1.549 0.348 7.574
C 1.436 -0.555 8.626
C 1.925 -0.222 9.884
H 2.897 1.279 11.075
H 3.091 2.889 9.206
H 2.241 2.288 6.961
H 1.170 0.087 6.592
H 0.966 -1.519 8.464
H 1.841 -0.928 10.702
```

These are the Löwdin partial charges, in e, on atoms 1 to 4:
1 C -0.14
2 C -0.21
3 C -0.27
4 C -0.06

---

# 3
Formula: C39H43ClN3O4S3Sr
Source: the OMol25 dataset
Level of theory: ωB97M-V/def2-TZVPD

The LUMO energy comes out at 2.086 eV. The calculation puts the gap between HOMO and LUMO at 5.69 eV. Its HOMO energy is -3.61 eV. The total charge is -1. The multiplicity is 1.

Geometry as XYZ:
```
94
C39H43ClN3O4S3Sr, DFT ωB97M-V/def2-TZVPD
Sr 0.381 -0.592 -0.005
S -1.552 3.524 1.747
C -0.608 2.774 3.065
C -0.920 3.146 4.369
C -0.327 2.545 5.468
C 0.630 1.558 5.256
C 0.989 1.206 3.969
C 0.403 1.801 2.844
N 0.818 1.374 1.585
C 0.449 2.226 0.619
C -0.136 2.148 -1.964
C -0.564 3.040 -2.946
C -0.687 2.622 -4.267
C -0.341 1.321 -4.602
C 0.132 0.461 -3.607
C 0.254 0.806 -2.255
H -1.665 3.921 4.514
H -0.610 2.841 6.470
H 1.106 1.068 6.098
H 1.745 0.451 3.788
H -0.816 4.062 -2.678
H -1.040 3.313 -5.025
H -0.423 0.985 -5.631
H 0.415 -0.544 -3.920
N 3.690 -3.119 -0.285
C 4.102 -2.059 -1.044
S 4.964 -0.801 -0.384
N 3.754 -2.174 -2.352
C 3.910 -1.209 -3.389
C 4.359 -1.652 -4.626
C 4.433 -0.769 -5.693
C 4.068 0.558 -5.521
C 3.621 0.992 -4.281
C 3.537 0.115 -3.212
H 3.678 -2.942 0.706
H 2.883 -3.627 -0.613
H 3.365 -3.055 -2.647
H 4.657 -2.687 -4.745
H 4.779 -1.123 -6.656
H 4.112 1.251 -6.351
H 3.284 2.011 -4.141
H 3.145 0.451 -2.266
C -0.183 6.007 0.011
C 0.676 4.871 0.566
C 1.906 4.693 -0.326
C 1.149 5.228 1.976
C -0.149 3.567 0.542
C -0.020 2.556 -0.563
H 0.381 6.944 -0.015
H -1.071 6.162 0.628
H -0.506 5.779 -1.008
H 2.482 5.623 -0.342
H 1.629 4.437 -1.350
H 2.555 3.898 0.046
H 1.785 6.118 1.940
H 1.730 4.413 2.410
H 0.312 5.433 2.643
C 0.549 -6.210 4.304
C -0.636 -5.382 3.907
C -1.601 -5.004 4.824
C -2.676 -4.221 4.432
Cl -3.870 -3.755 5.621
C -2.808 -3.803 3.127
C -1.854 -4.180 2.187
C -0.775 -4.960 2.578
O 0.219 -5.382 1.743
C 0.188 -4.928 0.405
C 0.431 -3.429 0.233
O 1.013 -2.798 1.144
O 0.008 -2.922 -0.840
H 0.551 -6.383 5.380
H 1.480 -5.715 4.027
H 0.544 -7.176 3.796
H -1.509 -5.311 5.858
H -3.636 -3.169 2.842
H -1.966 -3.834 1.169
H -0.756 -5.190 -0.082
H 0.986 -5.472 -0.103
C -5.406 -1.781 -1.575
C -4.426 -1.324 -0.509
S -2.820 -0.880 -1.168
O -2.025 -0.563 0.097
C -3.180 0.675 -1.974
C -3.557 1.808 -1.038
H -6.338 -2.098 -1.107
H -5.009 -2.623 -2.141
H -5.650 -0.985 -2.280
H -4.187 -2.133 0.185
H -4.789 -0.483 0.085
H -3.953 0.426 -2.708
H -2.267 0.897 -2.530
H -4.606 1.771 -0.740
H -3.379 2.752 -1.554
H -2.934 1.812 -0.144
```

These are the natural (NBO) partial charges, in e, on atoms 1 to 4:
1 Sr 1.81
2 S 0.14
3 C -0.13
4 C -0.25

---

> Number 1 is which compound?

C39H43BF6N2O4S

---

> Which of these has the lowest HOMO energy?

C39H43Cl2FN2O2P